Entry 1:
48
Properties=species:S:1:pos:R:3:forces:R:3 method="wB97M-V/def2-TZVPD" orbital_gap_ev=4.535 relative_energy_kcal_mol=0.0 lumo_energy_ev=-6.8 total_energy_ha=-1342.33560 charge=+1
C 2.7533 1.2093 2.0525 -0.11 1.34 -0.08
C -1.7513 0.7703 2.1135 -0.19 0.02 0.15
C 1.4329 0.8013 2.1736 0.19 -0.18 0.09
H -0.2930 -6.0494 5.6036 -0.27 0.24 -0.08
H -0.6112 -2.0324 8.0163 -0.08 0.17 -0.17
H 0.6511 1.5472 2.2308 0.59 -0.04 0.13
C -0.1419 -1.1433 2.5790 -0.31 0.08 -2.30
H -1.4847 -0.5118 7.7273 0.17 -0.18 0.04
C 1.1403 -0.5884 2.2679 1.03 0.27 0.27
H -2.3033 -2.6031 2.1813 -0.26 0.24 0.24
H -5.1793 0.6122 1.9218 0.10 -0.03 0.05
F -3.3559 2.5097 1.9256 0.39 -1.77 0.07
H -1.2891 -0.6384 5.4423 -0.16 -0.12 0.15
C 2.2310 -1.5065 2.1299 -0.49 0.08 0.47
C -2.5180 -1.5344 2.1705 0.40 -0.15 0.58
C -2.2578 -5.2902 5.0634 0.10 0.12 0.00
H -3.1349 -1.9839 5.0964 0.05 -0.31 0.03
H 1.5480 0.6664 5.9212 -0.01 -0.20 0.09
C -1.1968 -2.7673 5.5726 0.00 0.18 0.19
C -3.8192 -1.0794 2.0838 -1.08 -0.72 -0.12
C -0.3860 -3.8953 5.7145 -0.24 -0.31 -0.17
N 0.7057 -1.2382 5.4874 0.91 -0.45 0.21
C -3.0787 1.1621 2.0156 0.18 1.37 -0.18
C -0.9217 -5.1661 5.4706 -0.11 0.32 -0.04
C 3.5231 -1.0283 2.0249 1.03 -0.77 -0.20
C -4.1522 0.2751 2.0017 0.61 -0.52 0.11
C -2.5312 -2.8908 5.1867 0.26 -0.23 -0.13
H -0.9774 1.5249 2.0740 -0.57 -0.02 0.14
C -3.0574 -4.1515 4.9054 0.05 -0.04 0.09
H -2.6799 -6.2774 4.8734 0.13 0.27 0.03
F -4.8457 -1.9985 2.1074 1.38 1.18 -0.17
H 1.3061 -0.8270 8.4584 -0.15 0.24 -0.11
F 4.5596 -1.9314 1.9699 -1.38 1.18 -0.02
H -0.1448 -2.2193 2.7800 0.01 0.26 0.17
C 3.8329 0.3331 1.9861 -0.49 -0.40 0.02
C -0.6438 -1.4000 5.9228 -0.79 0.32 -0.09
C -0.6038 -1.0968 7.4461 0.06 -0.21 -0.25
H 0.9212 -1.2422 4.5051 -0.04 -0.05 0.25
F 3.0139 2.5616 2.0081 -0.35 -1.78 0.04
H 2.0232 -2.5771 2.1223 0.27 0.25 0.15
H 4.8547 0.6872 1.8968 -0.14 -0.05 0.04
C -1.4344 -0.6080 2.2798 -0.82 0.18 0.24
C 0.7132 -0.3325 7.6816 0.03 0.05 -0.03
H -4.0949 -4.2346 4.5740 0.31 -0.10 0.15
H 0.5124 0.6984 7.9890 0.17 -0.22 0.03
H 0.6584 -3.7598 6.0132 -0.41 -0.13 -0.07
C 1.4733 -0.3573 6.3357 0.32 0.52 0.13
H 2.5012 -0.7327 6.4669 -0.29 0.13 -0.13

Entry 2:
134
Properties=species:S:1:pos:R:3:forces:R:3 method="wB97M-V/def2-TZVPD" orbital_gap_ev=5.531 relative_energy_kcal_mol=63.7 lumo_energy_ev=-4.8 total_energy_ha=-3502.23916 charge=+2
H -2.0976 3.2167 -2.6016 0.01 0.01 -0.01
H 0.0902 -3.5517 -0.9745 0.02 0.00 0.04
H -6.5316 -1.2910 -2.9396 0.02 0.00 0.01
C -0.9692 -2.3089 -5.7233 0.01 -0.03 0.03
H -5.2911 0.0077 5.2618 0.01 0.00 -0.02
H 5.3265 5.0617 1.7893 0.00 -0.01 0.01
H 5.1351 2.7255 2.5447 -0.01 0.01 0.00
C 0.4870 -4.2571 -3.5268 0.06 -0.02 -0.05
N 0.9675 0.3941 0.5441 -0.05 0.12 0.16
H 0.6858 -2.2136 5.0662 0.02 0.00 0.00
H 2.3556 -6.9182 -4.4230 -0.01 0.01 0.01
H 5.8405 2.7371 0.9377 -0.01 0.01 -0.01
H -1.3217 4.0827 1.5333 -0.01 -0.01 -0.01
H 3.1173 -2.0268 5.3223 -0.01 0.01 0.00
C -2.9044 1.3007 -3.1607 0.02 -0.02 -0.06
C 3.2091 4.6808 2.0456 -0.02 0.00 0.03
H 1.1852 3.9103 1.9669 0.07 -0.01 -0.02
H -0.6838 0.5308 -5.1524 0.01 -0.01 -0.02
C -0.6780 1.0131 -4.1736 -0.06 -0.02 -0.02
H -0.0130 3.8538 5.5320 0.00 0.01 0.00
C 0.3184 -2.1284 -5.2286 -0.05 0.00 -0.02
H -2.4316 1.9575 -0.1521 0.01 0.00 0.05
C 4.9288 2.9582 1.4953 0.02 -0.02 0.03
H 4.4706 4.6930 0.3051 0.00 -0.01 0.01
Zr -1.0624 -0.3764 -0.9736 0.28 -0.06 -0.64
C -5.5415 -1.3103 -2.5020 -0.02 0.00 0.00
H 0.7970 1.5841 4.7238 0.00 0.01 0.01
H -3.3681 -1.0080 6.4326 0.01 0.00 -0.01
C 2.4993 -1.1536 5.5611 0.01 -0.03 -0.01
H -3.5772 2.7968 -1.7732 -0.03 -0.01 0.00
H 3.7923 1.1549 3.3587 0.00 0.01 0.00
H -1.3368 -1.6190 5.2726 0.04 -0.01 0.02
N 0.6324 -1.6549 -0.3718 0.16 0.05 -0.04
C -1.2040 2.1177 2.4596 0.04 -0.09 0.11
C -4.3706 -0.0547 3.3474 -0.02 0.00 -0.03
H 2.3390 -1.1745 6.6388 -0.02 0.01 0.00
H -0.1885 4.9814 3.3298 0.01 -0.03 0.01
H 2.1450 -2.0108 3.0997 0.01 -0.02 0.00
H -1.5069 -4.3300 -2.7191 0.03 -0.02 -0.01
H 1.5585 2.9947 3.9980 -0.02 0.00 -0.01
H -2.7096 3.6222 2.5016 0.01 -0.01 0.02
H -2.5131 -2.7740 -2.8647 -0.02 -0.01 -0.04
C 3.2334 0.1121 5.1483 -0.02 0.04 -0.02
C -2.6345 2.3897 -2.1365 0.05 0.04 0.09
C -2.8771 -0.3609 1.2967 0.00 0.00 -0.05
N 0.2244 1.9590 2.7187 -0.03 0.13 -0.03
P 1.4110 1.1550 1.9265 -0.03 -0.20 0.01
N -3.7862 0.0174 0.3278 0.00 0.00 0.03
H 1.8534 -0.8986 -7.9707 -0.01 -0.01 0.01
H 2.4953 -4.4554 -4.2860 -0.02 -0.01 0.00
C -4.5357 -2.1768 -3.0330 -0.01 -0.02 -0.03
C -0.9995 4.3262 3.6620 0.00 0.06 0.01
C 0.3967 2.5645 -1.8150 0.03 -0.03 -0.05
N -2.9491 -1.3713 -1.4028 -0.24 -0.04 -0.06
C 0.7065 0.9044 -3.5543 0.03 0.04 0.05
N -1.5736 -0.7558 1.0986 0.00 0.07 0.05
N 0.6093 1.1204 -2.1030 -0.09 -0.05 0.07
C 1.4806 -0.8565 0.2979 0.10 0.16 -0.05
H 1.3351 3.0299 -1.5135 0.02 0.01 0.03
C -5.2459 -0.5422 -1.4348 0.00 0.03 0.04
C 1.5883 -4.9692 -3.9860 0.00 -0.02 -0.01
H 0.4910 -0.4653 5.1089 -0.01 0.01 0.01
H 2.8837 5.7126 1.9002 0.01 -0.01 -0.01
C 0.8823 -2.9690 -0.5266 0.01 0.06 0.05
C 3.0506 -2.6753 0.3638 0.02 0.00 0.00
H 3.6931 2.1561 -0.0892 0.00 0.02 0.01
H 4.2335 0.1466 5.5842 0.01 -0.02 -0.01
C -1.0259 -1.0598 2.3586 0.00 0.00 0.04
H 4.0319 -0.5950 3.2771 0.00 0.00 0.02
H 2.7010 0.9931 5.5138 0.00 -0.01 0.02
H -1.2683 2.7254 5.0858 0.00 0.01 -0.02
N 0.2682 -1.6448 2.4637 0.03 0.02 0.02
H 0.2931 -8.0813 -3.7123 0.00 0.02 0.00
O -0.5001 -1.8848 -2.7685 -0.13 0.05 0.22
H -1.7363 4.9778 4.1303 0.00 0.00 -0.01
C -3.1858 -0.3985 2.6495 -0.01 -0.01 0.07
H -1.7484 -2.7208 -5.0922 0.01 0.01 -0.01
C 2.1485 3.7436 1.4909 -0.04 -0.01 -0.02
H -1.4542 1.5912 1.5518 -0.04 -0.01 -0.17
H -1.6286 -6.7890 -2.8552 0.01 0.01 0.00
H -4.7451 -2.8408 -3.8599 -0.01 0.01 0.02
H 1.3737 1.6364 -4.0194 0.02 0.02 -0.01
C -0.6712 -4.8918 -3.1116 -0.02 0.00 0.01
H -0.9226 2.0611 -4.3512 0.00 0.01 0.02
H -5.2217 0.3407 2.8066 0.03 -0.01 0.00
H -2.2266 -2.0977 -7.4422 0.01 0.00 0.01
H 0.1039 3.0522 -2.7437 -0.01 0.00 -0.01
C 1.0662 -1.2880 -7.3388 0.01 0.00 0.01
H -1.7492 1.5887 3.2370 -0.04 -0.02 0.04
N -1.7257 0.4338 -3.3018 0.01 0.04 0.12
C -3.9522 -0.6262 -0.7953 -0.12 0.03 -0.02
H 3.2954 4.5193 3.1247 0.02 0.00 -0.01
H 4.0990 1.0125 1.1853 0.01 -0.03 0.00
C -3.2850 -0.8150 5.3701 -0.02 0.00 0.00
C 1.1717 -1.2678 4.8190 -0.08 0.01 0.01
C -0.2154 -1.4518 -7.8408 -0.03 0.00 -0.01
H -5.9692 0.1051 -0.9576 0.00 -0.02 -0.02
N -1.8186 1.9220 -0.9667 0.03 -0.11 -0.02
C 0.3496 -7.0021 -3.6589 0.01 0.00 -0.01
N 2.0699 0.0437 2.9396 -0.02 -0.01 0.03
H 2.2302 -4.5950 -0.2598 0.01 0.02 0.01
C 3.3590 0.1987 3.6342 -0.02 0.00 -0.02
C -0.7324 -6.2770 -3.1795 -0.01 -0.01 0.01
H 1.1566 -0.0669 -3.7207 -0.02 -0.07 -0.01
H 3.5442 -0.7016 0.9560 0.01 0.02 0.01
H -0.2453 2.6068 0.2272 0.05 -0.04 0.12
C 0.6183 2.4401 4.0732 0.04 -0.02 -0.02
H -0.4278 -1.1872 -8.8685 0.01 -0.01 0.02
H 1.4763 0.8476 -1.6539 0.04 -0.02 0.00
C 3.8153 2.0427 0.9992 -0.04 0.04 -0.04
H -3.1830 1.7663 -4.1105 0.00 0.01 -0.02
C -0.6516 2.8079 -0.7525 -0.10 0.01 -0.01
C 1.3395 -1.6216 -6.0170 0.03 -0.01 -0.01
C -2.1349 -1.1492 4.7227 -0.01 0.03 -0.06
C -1.2328 -1.9614 -7.0361 0.01 0.01 -0.03
C 1.3905 -1.2405 3.3102 -0.04 -0.01 -0.03
C -4.4051 -0.2421 4.6928 0.00 -0.02 0.05
C 2.0625 -3.5346 -0.1367 0.00 -0.03 -0.01
C 2.7811 -1.3457 0.5625 -0.05 -0.16 0.00
H 2.3355 -1.4880 -5.6092 -0.02 0.00 -0.01
S 0.6839 -2.4885 -3.5270 0.02 0.07 0.02
H 4.0346 -3.0612 0.6011 -0.01 0.00 -0.01
H -3.7397 0.6790 -2.8589 -0.03 -0.01 0.02
H -2.0275 -0.4447 -3.7066 -0.01 -0.05 0.00
C -1.6183 3.5847 2.4593 -0.02 0.02 -0.04
N 2.5422 2.3363 1.6681 0.11 0.04 0.04
H 2.0222 3.9491 0.4171 0.01 0.01 -0.01
C 4.5484 4.4272 1.3655 0.01 0.02 -0.03
H 0.2309 -2.6561 2.4788 -0.01 0.01 -0.02
C -3.3075 -2.1655 -2.4744 0.02 0.07 0.08
C -2.0328 -0.9040 3.3183 0.07 -0.03 0.01
C 1.5093 -6.3506 -4.0602 0.00 -0.01 0.01
H -0.9544 3.8577 -0.7740 -0.01 0.03 -0.01
C -0.4568 3.3348 4.6817 -0.02 -0.02 0.05

Entry 3:
90
Properties=species:S:1:pos:R:3:forces:R:3 method="wB97M-V/def2-TZVPD" orbital_gap_ev=8.540 relative_energy_kcal_mol=0.0 lumo_energy_ev=0.5 total_energy_ha=-2317.80868 smiles="CCOB(O)P(CCN(CC)C(C)=O)[C@@H](Cl)CC.CC(C)O.CC(C)O.CC(C)O.CC(C)O" charge=0
C 1.0105 -5.5339 9.7455 0.51 0.28 -0.09
C 1.7435 -5.0141 10.9726 -0.14 0.00 0.14
O -3.2871 -2.5212 -2.0129 -0.64 0.01 0.02
C -2.1162 0.3979 -3.6134 0.31 -1.23 0.30
O -1.9229 3.1915 -6.7045 -1.85 0.16 -1.63
H 1.2437 -1.7116 4.9291 0.00 0.01 0.03
H 0.1493 3.1955 -3.2845 0.13 -0.27 -0.22
P -1.4351 -0.3417 -2.0456 0.71 1.26 0.66
H 0.3103 -6.3156 10.0417 -0.13 0.08 -0.05
H 2.4173 -4.1971 10.6997 0.06 -0.07 -0.06
H 0.0892 -4.1079 6.6031 0.02 0.05 0.00
H 1.4415 -6.4479 7.8358 -0.02 -0.03 0.04
H -0.0997 1.1947 -3.9844 0.10 -0.06 0.20
H 3.6391 2.8873 -11.0151 0.07 0.07 0.04
H -1.0686 0.8380 -5.3938 0.14 -0.18 -0.24
B -2.9477 -1.3688 -1.3603 0.44 0.27 -0.76
C 1.3072 -1.4734 -0.4409 -0.45 -0.66 -0.18
H 1.8124 3.8567 -9.7221 0.00 -0.05 0.04
H -2.6146 4.0666 -2.3914 -0.39 -0.05 -0.05
H -1.8937 3.1684 3.2654 0.07 0.06 0.05
H -0.3953 -3.1871 3.7237 -0.18 0.00 -0.02
O -3.6181 -0.8805 -0.2827 -0.06 -0.49 0.31
C -1.1389 3.0695 -5.8381 1.38 -0.12 1.17
C 0.1923 -4.2121 5.5201 0.01 -0.13 -0.11
H 5.1842 3.9873 -8.5181 0.00 0.02 -0.02
H -1.9345 -2.8779 6.0760 0.00 -0.04 -0.06
C 3.7783 2.2388 -10.1457 -0.06 -0.20 0.02
H -2.9717 0.9819 -3.3068 -0.16 0.37 0.08
H 2.3297 -5.8022 11.4473 0.02 0.02 -0.01
H 2.3053 -1.6470 -0.8155 0.29 0.29 -0.14
H 0.8474 -3.2313 -1.5838 0.12 -0.38 0.10
H -1.6139 -1.9127 1.3699 0.11 -0.08 -0.24
C -1.1074 1.2391 -4.3881 -0.84 0.50 -0.12
H -2.7474 -2.0792 2.6983 0.11 0.19 0.34
C 1.9811 -6.0839 8.7110 -0.11 -0.12 -0.12
H 2.5745 -6.9027 9.1203 0.02 0.02 -0.01
N -1.5515 2.6558 -4.5089 1.27 -0.06 -0.24
H -1.5732 2.0555 1.9412 0.06 0.00 -0.04
H -0.3067 -0.8934 4.6667 0.02 -0.02 -0.04
H -1.7301 2.6578 -1.7475 -0.14 -0.08 0.20
C -3.7230 -1.7927 0.8375 0.26 0.23 -0.14
H -0.7628 -2.4686 -3.0107 0.15 -0.09 -0.66
C 0.3364 3.2950 -6.1104 -0.10 -0.11 -0.20
H 3.1908 1.3366 -10.3183 0.02 -0.01 0.05
H -1.1074 4.2917 -1.5547 0.15 0.11 0.33
H 3.7760 4.7016 -7.7135 0.02 -0.04 0.02
H -0.3286 2.3397 3.1714 -0.01 0.01 0.02
H -0.4804 -2.7216 -0.5912 -0.35 0.11 0.01
C -0.8717 3.5102 -3.5228 -0.43 0.34 0.45
H 0.9349 2.4502 -5.7878 0.13 -0.10 0.39
H -0.6751 5.4562 3.3039 -0.01 -0.09 0.05
C 0.1822 -1.7209 5.1829 -0.01 0.12 -0.17
H 0.0797 -1.5378 6.2565 0.05 -0.09 0.02
H -0.2886 -5.1509 5.2432 0.02 0.01 -0.05
C -2.5558 -1.5490 1.7697 -0.31 -0.26 -0.13
O -1.8573 -3.0054 5.1228 -0.08 -0.01 -0.28
O -1.6202 4.5286 0.9636 0.09 0.00 -0.17
C 0.3234 -2.3536 -1.2233 0.61 0.21 -0.15
C -0.2260 -1.6901 -2.4849 -0.91 -0.40 0.41
O 1.9286 3.2576 -8.9749 0.00 -0.11 0.10
H 0.8294 -3.7846 8.8990 -0.01 -0.06 0.07
H 1.0113 -0.4423 -0.5588 0.16 0.41 0.19
C -1.6415 3.6304 -2.2212 0.28 -0.15 -0.30
C -1.1175 2.8111 2.5826 -0.01 -0.18 -0.12
H 2.6620 -5.2995 8.3684 0.04 0.01 0.10
H 4.8321 1.9628 -10.0850 0.00 0.02 -0.02
C 3.3171 2.9405 -8.8774 0.11 0.35 -0.47
C -0.5725 3.9589 1.7462 -0.30 0.13 0.48
O 0.2272 -4.4889 9.1677 -0.23 -0.05 0.00
H -2.2889 4.8751 1.5662 0.06 -0.04 -0.02
C 4.1205 4.2069 -8.6224 -0.02 0.03 0.20
C 0.0640 5.0297 2.6199 0.13 0.09 -0.11
H -2.4631 -0.4788 1.8978 0.04 0.21 0.41
H 1.3120 -1.7551 0.6030 -0.06 0.08 0.36
H 0.6766 4.1980 -5.6265 0.23 0.18 0.29
H -2.5073 -0.4001 -4.2412 -0.07 -0.07 -0.18
H 1.0355 -4.6190 11.7018 -0.02 -0.05 0.00
H -0.7860 4.5051 -3.9476 -0.04 0.25 -0.13
H 0.8870 4.6229 3.2098 -0.02 0.01 0.02
H 3.4197 2.2646 -8.0274 -0.15 0.00 0.03
H 0.4454 5.8466 2.0064 0.03 -0.04 -0.02
H 1.2546 -4.2795 5.2766 0.00 0.00 0.01
H -4.2266 -2.7100 -1.8486 0.34 -0.37 0.07
H 0.1659 3.5766 1.0398 -0.09 0.04 -0.13
H 3.9917 4.9153 -9.4454 0.04 -0.07 -0.07
H -4.6595 -1.6130 1.3471 -0.26 0.20 0.01
C -0.4661 -3.0438 4.8033 0.13 0.08 0.60
H -3.7256 -2.8212 0.4872 -0.08 -0.21 -0.10
H 0.5090 3.4014 -7.1730 -0.18 0.06 -0.16
Cl 1.1561 -1.1256 -3.4704 -0.17 -0.04 -0.22